Version A
Entry from the Open Molecules 2025 dataset: an isolated molecule of C27H32N6O3 (ωB97M-V with the def2-TZVPD basis set).

Last column: natural (NBO) charge in e.
Element x y z (Å)
C  -8.71520  -1.17370  -0.17723  -0.639
C  -7.88613  -1.33845  1.09330  -0.062
O  -6.51153  -1.53239  0.82680  -0.494
C  -5.73536  -0.48349  0.44043  0.278
C  -6.14070  0.85617  0.40818  -0.271
C  -5.26132  1.84416  0.01893  -0.217
C  -3.95604  1.52790  -0.34864  0.146
N  -3.06560  2.48997  -0.74852  -0.558
C  -1.76009  2.27319  -1.12109  0.630
O  -1.06152  3.21366  -1.46942  -0.645
C  -1.32887  0.87792  -1.07415  -0.135
C  0.10729  0.59087  -1.42438  -0.257
N  1.02221  0.63192  -0.28736  -0.434
C  1.04754  1.92060  0.39494  -0.293
C  2.35916  2.08334  1.06644  0.342
N  2.59802  2.24657  2.34838  -0.309
N  3.91522  2.33607  2.47570  -0.070
N  4.49480  2.23550  1.35329  -0.084
N  3.55262  2.06873  0.42356  -0.190
C  3.82074  1.93157  -0.98113  -0.218
C  5.15237  1.21128  -1.21718  -0.448
C  5.06810  -0.23731  -0.82186  0.060
C  4.57660  -1.17952  -1.71672  -0.237
C  4.49494  -2.51430  -1.36059  -0.218
C  4.89884  -2.92112  -0.09991  -0.233
C  5.37622  -1.98569  0.80281  -0.198
C  5.46162  -0.65183  0.44386  -0.243
C  0.85026  -0.45388  0.66120  -0.249
C  1.24848  -1.80947  0.07238  0.085
C  1.60309  -2.82958  1.16113  -0.421
C  1.16460  -4.14689  0.53084  -0.431
C  -0.08270  -3.69992  -0.22550  -0.062
O  0.19190  -2.39138  -0.69326  -0.561
C  -2.18618  -0.09876  -0.70199  -0.143
C  -3.53318  0.18478  -0.31690  -0.029
C  -4.43453  -0.80222  0.07804  -0.224
H  -8.58042  -2.04083  -0.81877  0.217
H  -9.76684  -1.08507  0.08077  0.216
H  -8.41095  -0.28833  -0.73035  0.211
H  -8.03569  -0.48977  1.77223  0.168
H  -8.18799  -2.25037  1.61592  0.196
H  -7.14175  1.14020  0.69017  0.221
H  -5.58691  2.87407  -0.00250  0.213
H  -3.37848  3.45329  -0.78274  0.414
H  0.18770  -0.40427  -1.86225  0.235
H  0.44825  1.34094  -2.14405  0.221
H  0.25796  2.02333  1.15421  0.209
H  0.91493  2.71467  -0.34514  0.256
H  3.85449  2.93136  -1.42997  0.210
H  2.99196  1.36578  -1.41392  0.243
H  5.92746  1.71269  -0.63633  0.238
H  5.39594  1.29274  -2.27782  0.221
H  4.26340  -0.86667  -2.70307  0.208
H  4.12041  -3.23822  -2.06999  0.214
H  4.84591  -3.96445  0.17642  0.214
H  5.68978  -2.29620  1.78892  0.215
H  5.83808  0.07518  1.14858  0.233
H  1.51630  -0.25011  1.50394  0.219
H  -0.18092  -0.51185  1.04643  0.181
H  2.10360  -1.65538  -0.60052  0.197
H  2.66072  -2.79816  1.40893  0.233
H  1.01792  -2.62902  2.06038  0.201
H  0.95362  -4.92603  1.25918  0.218
H  1.92226  -4.50102  -0.16863  0.203
H  -0.32082  -4.32400  -1.08994  0.188
H  -0.95322  -3.67940  0.44742  0.158
H  -1.85443  -1.12737  -0.70538  0.237
H  -4.12497  -1.83489  0.10690  0.223

Summary:
2S+1: 1
Orbital gap (eV): 8.229
SMILES: CCOc1ccc2[nH]c(=O)c(CN(Cc3nnnn3CCc3ccccc3)C[C@H]3CCCO3)cc2c1
LUMO level (hartree): 0.0052
E_HOMO (eV): -8.09

---

Version B
Entry from the Open Molecules 2025 dataset: an isolated molecule of C27H32N6O3 (ωB97M-V with the def2-TZVPD basis set).

Last column: natural (NBO) charge in e.
Element x y z (Å)
C  4.89549  0.12373  2.13067  -0.262
O  3.91533  -0.77279  1.66025  -0.532
C  4.03041  -1.24797  0.38460  0.391
C  5.05044  -0.89422  -0.48895  -0.309
C  5.11419  -1.45933  -1.75091  -0.178
C  4.18072  -2.39693  -2.14754  -0.245
C  3.16189  -2.74934  -1.27864  -0.186
C  3.06034  -2.17661  -0.02261  -0.101
C  1.91922  -2.51115  0.90243  -0.237
N  0.78771  -1.62673  0.64635  -0.437
C  -0.00208  -2.11227  -0.48613  -0.265
C  -1.31308  -1.40420  -0.64423  -0.058
C  -2.48128  -1.93777  -0.22028  -0.117
C  -3.71014  -1.21839  -0.27494  -0.123
C  -4.91755  -1.74547  0.19904  -0.178
C  -6.06594  -0.98832  0.19453  -0.023
C  -7.36864  -1.53093  0.69877  -0.625
C  -6.00298  0.32827  -0.27782  -0.177
C  -4.83845  0.88733  -0.75661  -0.043
C  -4.79013  2.31069  -1.22495  -0.645
C  -3.67864  0.09466  -0.77337  0.267
N  -2.49847  0.56873  -1.27721  -0.580
C  -1.29551  -0.09104  -1.27561  0.617
O  -0.31490  0.42832  -1.78984  -0.654
C  0.00025  -1.29190  1.81828  -0.271
C  -0.59954  0.05965  1.66398  0.347
N  -1.87403  0.37862  1.73396  -0.321
N  -1.94434  1.68938  1.55207  -0.083
N  -0.79156  2.19254  1.38705  -0.073
N  0.10032  1.20226  1.45460  -0.187
C  1.50891  1.43108  1.35848  -0.246
C  1.99195  1.62439  -0.09347  0.085
C  1.32174  2.81885  -0.79176  -0.455
C  2.49807  3.57933  -1.40209  -0.425
C  3.62182  3.22532  -0.43361  -0.063
O  3.39158  1.87793  -0.07296  -0.547
H  4.62155  0.34486  3.16208  0.194
H  5.89190  -0.32917  2.11363  0.176
H  4.89187  1.04513  1.54321  0.204
H  5.79346  -0.16916  -0.20079  0.221
H  5.90901  -1.16711  -2.42130  0.211
H  4.24111  -2.85029  -3.12526  0.213
H  2.43553  -3.49092  -1.57870  0.209
H  1.63428  -3.57044  0.77967  0.176
H  2.25782  -2.36397  1.92892  0.221
H  -0.19915  -3.19474  -0.37969  0.171
H  0.60151  -1.94377  -1.38277  0.237
H  -2.49904  -2.92960  0.21286  0.209
H  -4.93034  -2.75691  0.57841  0.206
H  -7.70115  -0.96459  1.56786  0.219
H  -8.13821  -1.44713  -0.06744  0.216
H  -7.27167  -2.57540  0.98278  0.213
H  -6.90281  0.92697  -0.25821  0.205
H  -5.76546  2.77706  -1.11679  0.226
H  -4.49844  2.37091  -2.27417  0.212
H  -4.07204  2.87391  -0.62873  0.232
H  -2.47815  1.51207  -1.64431  0.420
H  0.66321  -1.26755  2.68940  0.226
H  -0.81584  -2.00172  2.02586  0.206
H  1.73890  2.33554  1.93064  0.214
H  2.03405  0.57572  1.78532  0.242
H  1.82733  0.69340  -0.64541  0.224
H  0.61496  2.46935  -1.53828  0.256
H  0.79310  3.43590  -0.06398  0.216
H  2.32573  4.65102  -1.46843  0.213
H  2.72910  3.18897  -2.39299  0.206
H  4.61966  3.28398  -0.87216  0.189
H  3.58507  3.87194  0.45723  0.154

Summary:
2S+1: 1
Orbital gap (eV): 8.391
SMILES: COc1ccccc1CN(Cc1cc2cc(C)cc(C)c2[nH]c1=O)Cc1nnnn1C[C@H]1CCCO1
LUMO level (hartree): 0.0141
E_HOMO (eV): -8.01

---

Relative energies in kJ/mol: version A 12.0; version B 0.0